Entry 1:
A molecular structure, C21H29O5PdS3Sb. Source: the Open Molecules 2025 dataset; level of theory: ωB97M-V/def2-TZVPD.

XYZ file:
```
60
Properties=species:S:1:pos:R:3
H -1.898 -3.794 -2.145
H 1.076 -3.760 1.680
H -5.649 0.711 -1.916
H -0.654 2.348 4.906
H 4.186 3.107 -0.300
C 0.899 0.140 3.796
H 4.518 -0.326 -2.001
S -0.438 -1.585 -4.571
H -1.910 0.742 1.435
H 1.444 1.101 -1.201
C 4.366 2.393 -1.108
C -0.891 -0.994 -1.924
H 1.834 0.203 4.357
H -2.699 -2.252 0.154
C 3.702 0.502 0.371
C -1.015 -2.046 -3.026
H -1.446 1.662 -1.283
H 2.590 3.838 3.103
H 3.604 0.766 -3.089
O 4.858 0.038 0.459
S 0.897 -2.179 -0.164
C -0.729 -1.718 -0.576
H 2.744 -0.464 -2.165
O -2.720 1.094 1.888
H -1.527 3.153 3.587
C -4.576 0.609 -1.849
H -3.258 -0.883 2.270
C 2.536 2.764 3.293
O 0.153 -0.174 -2.160
C -1.516 -3.314 -3.037
C -1.628 -2.370 0.259
C 3.396 1.223 -0.990
H 3.344 2.246 2.783
C -3.676 1.568 -1.497
C -1.003 -3.234 1.184
H -3.959 2.576 -1.222
C 3.589 0.229 -2.135
C -2.235 -0.216 -1.874
H 5.394 2.039 -1.042
C -3.675 0.058 1.891
H -0.722 -3.309 -6.295
C -0.542 2.968 4.013
H -4.081 -0.126 0.887
S -3.793 -0.875 -2.209
H 0.051 0.098 4.484
H -4.494 0.363 2.546
C -1.458 -3.917 -4.324
H -0.080 3.917 4.299
O 2.102 1.808 -1.103
H -1.792 -4.924 -4.543
H -1.533 -3.800 1.940
H 2.577 2.584 4.369
Pd -0.024 0.117 0.575
C -2.337 1.096 -1.519
C -0.905 -3.087 -5.254
H 0.910 -0.749 3.171
O 2.816 0.481 1.265
Sb 0.712 1.905 2.567
H 4.203 2.901 -2.063
C 0.363 -3.251 1.051
```

Highest occupied orbital energy in eV: -1.204
Total charge: -2
ΔE to the lowest compared entry with this formula, charge and spin in eV: 0.0657
Largest force on an atom in eV/A: 0.97
Kohn-Sham gap in eV: 5.48
Multiplicity: 1
Lowest unoccupied orbital energy in eV: 4.3

Computed Löwdin charges, given in elementary charges: atom 1 (H): 0.1052, atom 2 (H): 0.0511, atom 3 (H): 0.0440, atom 4 (H): -0.0214, atom 5 (H): 0.0790, atom 6 (C): -0.3239, atom 7 (H): 0.0740, atom 8 (S): 1.0615, atom 9 (H): -0.0104, atom 10 (H): 0.0252, atom 11 (C): -0.0457, atom 12 (C): -0.7155, atom 13 (H): -0.0052, atom 14 (H): 0.0812, atom 15 (C): -0.6619, atom 16 (C): -0.4817, atom 17 (H): 0.1100, atom 18 (H): -0.0118, atom 19 (H): 0.0766, atom 20 (O): -0.0594, atom 21 (S): 1.0610, atom 22 (C): -0.5271, atom 23 (H): 0.0633, atom 24 (O): -0.1856, atom 25 (H): -0.0301, atom 26 (C): -0.4624, atom 27 (H): 0.0669, atom 28 (C): -0.3337, atom 29 (O): -0.2580, atom 30 (C): -0.1481, atom 31 (C): -0.1745, atom 32 (C): -0.5422, atom 33 (H): -0.0117, atom 34 (C): -0.2008, atom 35 (C): -0.2227, atom 36 (H): 0.0946, atom 37 (C): -0.0301, atom 38 (C): -0.4378, atom 39 (H): 0.0737, atom 40 (C): -0.1876, atom 41 (H): 0.0418, atom 42 (C): -0.3550, atom 43 (H): 0.0542, atom 44 (S): 1.0030, atom 45 (H): -0.0140, atom 46 (H): 0.0675, atom 47 (C): -0.2161, atom 48 (H): -0.0249, atom 49 (O): -0.0665, atom 50 (H): 0.0819, atom 51 (H): 0.0838, atom 52 (H): -0.0067, atom 53 (Pd): 0.1722, atom 54 (C): -0.1303, atom 55 (C): -0.4552, atom 56 (H): -0.0266, atom 57 (O): -0.1654, atom 58 (Sb): 1.3462, atom 59 (H): 0.0716, atom 60 (C): -0.4397



Entry 2:
A molecular structure, C21H30AsMgN8O5Se2 at a distorted geometry. Source: the Open Molecules 2025 dataset; level of theory: ωB97M-V/def2-TZVPD.

XYZ file:
```
68
Properties=species:S:1:pos:R:3
C 5.207 -1.521 1.277
C -2.849 -0.236 -1.302
H 2.263 -3.067 1.865
As -0.833 -3.274 0.054
Se 1.425 -0.400 -1.548
H 0.123 -2.602 -2.098
H 2.474 1.762 -0.748
H -1.642 -2.552 -2.241
C 2.150 1.425 -1.734
H -5.975 0.307 0.977
H 2.772 2.982 -3.738
H -2.301 -0.974 2.426
N -4.110 -1.251 0.086
O 1.514 4.623 -3.616
C -1.700 2.747 2.939
H 6.254 -1.713 1.074
H 1.300 0.432 -3.987
H -6.638 -0.423 -0.369
C -2.394 -4.060 0.846
H -1.970 0.020 -1.874
N -5.949 0.238 -0.032
C 0.443 3.221 -1.205
H -0.310 2.731 -3.834
H -0.070 4.085 -1.626
O 0.929 3.580 2.271
C 2.994 -2.283 1.707
H -4.136 0.434 3.351
H 0.056 -5.628 -0.251
H 3.045 1.310 -2.347
H 1.375 -4.439 -0.121
C 0.408 -4.742 0.278
C 3.382 -0.025 1.579
N 1.478 1.362 1.755
H -3.697 2.878 3.696
C 2.162 3.509 -2.998
C -0.807 -3.125 -1.857
O -0.207 -2.019 0.934
H 0.881 4.267 -4.247
N -4.688 -0.184 -0.412
O 0.922 1.218 -4.413
H -2.139 -4.191 1.897
C -2.173 0.092 2.570
C -0.760 1.902 2.362
O 3.617 2.297 1.982
Se -0.906 2.168 -0.209
C -3.185 0.877 3.085
C 2.827 1.392 1.774
C 4.731 -0.225 1.338
H 4.666 -3.602 1.471
C 0.660 2.415 2.084
N -0.980 0.581 2.224
H -2.572 -5.033 0.390
H -0.456 1.287 -2.850
H -3.267 -3.423 0.754
H 2.825 3.932 -2.240
C -2.931 2.234 3.281
H -1.437 3.787 3.064
N -3.961 0.478 -1.288
C 4.328 -2.575 1.489
H 5.365 0.640 1.206
H 0.511 -4.969 1.338
N -2.936 -1.309 -0.476
N 2.521 -1.040 1.732
Mg 0.527 -0.212 0.929
C 1.218 2.497 -2.320
H 1.162 3.588 -0.468
H -0.798 -4.131 -2.273
C 0.262 1.927 -3.361
```

Highest occupied orbital energy in eV: -3.308
Total charge: -1
ΔE to the lowest compared entry with this formula, charge and spin in eV: 0.5363
Largest force on an atom in eV/A: 1.17
Kohn-Sham gap in eV: 5.43
Multiplicity: 1
Lowest unoccupied orbital energy in eV: 2.1

Computed Löwdin charges, given in elementary charges: atom 1 (C): -0.0616, atom 2 (C): -0.2422, atom 3 (H): 0.0930, atom 4 (As): 0.9966, atom 5 (Se): 0.5840, atom 6 (H): -0.0440, atom 7 (H): 0.0482, atom 8 (H): 0.0169, atom 9 (C): -0.5040, atom 10 (H): 0.0834, atom 11 (H): 0.1148, atom 12 (H): 0.0915, atom 13 (N): 0.0552, atom 14 (O): -0.0654, atom 15 (C): -0.0497, atom 16 (H): 0.1020, atom 17 (H): 0.0124, atom 18 (H): 0.0856, atom 19 (C): -0.2043, atom 20 (H): 0.0579, atom 21 (N): 0.1144, atom 22 (C): -0.4551, atom 23 (H): 0.1217, atom 24 (H): 0.0534, atom 25 (O): 0.0663, atom 26 (C): -0.1309, atom 27 (H): 0.0824, atom 28 (H): 0.0326, atom 29 (H): 0.0519, atom 30 (H): 0.0378, atom 31 (C): -0.2205, atom 32 (C): -0.1868, atom 33 (N): 0.0329, atom 34 (H): 0.0987, atom 35 (C): -0.2175, atom 36 (C): -0.2145, atom 37 (O): -0.5465, atom 38 (H): 0.0682, atom 39 (N): -0.2951, atom 40 (O): -0.0958, atom 41 (H): 0.0424, atom 42 (C): -0.1547, atom 43 (C): -0.3726, atom 44 (O): 0.0594, atom 45 (Se): 0.7943, atom 46 (C): -0.1012, atom 47 (C): -0.4692, atom 48 (C): 0.0028, atom 49 (H): 0.0956, atom 50 (C): -0.5497, atom 51 (N): -0.0092, atom 52 (H): 0.0366, atom 53 (H): 0.0442, atom 54 (H): -0.0055, atom 55 (H): 0.1310, atom 56 (C): -0.0804, atom 57 (H): 0.1174, atom 58 (N): 0.1486, atom 59 (C): -0.0658, atom 60 (H): 0.1177, atom 61 (H): 0.0350, atom 62 (N): -0.0022, atom 63 (N): 0.0681, atom 64 (Mg): 0.2892, atom 65 (C): -0.5704, atom 66 (H): 0.0678, atom 67 (H): 0.0378, atom 68 (C): -0.2751



Entry 3:
A molecular structure, C21H30BrMnN3O3S at a distorted geometry. Source: the Open Molecules 2025 dataset; level of theory: ωB97M-V/def2-TZVPD.

XYZ file:
```
60
Properties=species:S:1:pos:R:3
C 0.157 -3.573 -4.514
H 3.155 1.762 -2.879
H -2.881 -2.864 1.896
C 1.026 -2.499 -4.358
H 5.029 3.095 2.655
H -2.187 1.038 -1.566
H 2.044 -0.595 2.812
Mn -0.057 -0.545 -0.678
H 1.629 -2.084 1.928
H -3.029 1.175 3.993
H -4.834 0.633 -1.032
C -0.977 -2.845 -2.535
H 1.516 -0.804 -3.160
C 3.281 1.921 0.021
N -4.050 -1.128 -0.046
C -0.868 -3.725 -3.590
H -1.774 -2.950 -1.816
H 0.500 -1.425 3.134
H -4.913 -1.541 0.283
C 4.346 3.085 1.816
C 4.157 1.916 1.102
H -1.583 -4.530 -3.691
C 2.764 4.220 0.399
C 2.569 3.063 -0.329
C 3.760 0.941 -2.498
C -2.660 0.243 -1.006
H 0.276 -4.267 -5.336
C 0.333 0.976 1.689
H -2.948 -3.754 0.387
H -2.141 -0.268 4.525
C 1.233 -1.174 2.370
H -1.420 -3.018 0.908
Br 2.423 -2.167 -5.571
H -0.981 2.175 2.865
C -2.829 -1.633 0.149
C -2.659 0.195 3.681
H 2.220 5.116 0.130
C 3.935 5.528 2.207
O -1.801 0.303 2.544
C -0.688 1.120 2.811
H 4.177 5.346 3.253
C -3.973 0.047 -0.761
H 4.815 6.012 1.772
H -0.239 0.854 3.774
H 3.114 6.238 2.133
H 4.785 1.272 -2.327
N -1.951 -0.816 -0.435
H -0.041 1.471 0.779
C -2.499 -2.886 0.875
H 1.878 3.050 -1.165
O 0.621 -0.399 1.316
C 3.667 4.261 1.471
S 3.131 0.407 -0.900
H -3.503 -0.427 3.393
O 1.597 0.240 -1.164
N -0.111 -1.829 -2.364
H 3.770 0.096 -3.187
H 1.267 1.456 1.988
H 4.702 1.019 1.374
C 0.859 -1.650 -3.278
```

Highest occupied orbital energy (alpha / beta) in eV: -17.168 / -17.176
Total charge: +3
Largest force on an atom in eV/A: 1.77
Kohn-Sham gap (alpha / beta) in eV: 4.65 / 6.26
<S²>: 6.09
Multiplicity: 5
Lowest unoccupied orbital energy (alpha / beta) in eV: -12.5 / -10.9

Computed Löwdin charges, given in elementary charges: atom 1 (C): -0.0184, atom 2 (H): 0.0820, atom 3 (H): 0.1068, atom 4 (C): -0.6298, atom 5 (H): 0.1358, atom 6 (H): 0.1304, atom 7 (H): 0.1172, atom 8 (Mn): 1.1886, atom 9 (H): 0.1108, atom 10 (H): 0.1057, atom 11 (H): 0.1495, atom 12 (C): -0.0782, atom 13 (H): 0.0777, atom 14 (C): -0.4355, atom 15 (N): 0.1762, atom 16 (C): 0.0145, atom 17 (H): 0.1041, atom 18 (H): 0.1100, atom 19 (H): 0.1985, atom 20 (C): 0.0014, atom 21 (C): -0.0707, atom 22 (H): 0.1393, atom 23 (C): 0.0019, atom 24 (C): -0.0764, atom 25 (C): -0.1750, atom 26 (C): -0.0772, atom 27 (H): 0.1388, atom 28 (C): -0.1425, atom 29 (H): 0.1094, atom 30 (H): 0.1029, atom 31 (C): 0.0087, atom 32 (H): 0.0873, atom 33 (Br): 0.8890, atom 34 (H): 0.1523, atom 35 (C): -0.3410, atom 36 (C): -0.0558, atom 37 (H): 0.1329, atom 38 (C): -0.0164, atom 39 (O): -0.2109, atom 40 (C): -0.1931, atom 41 (H): 0.0967, atom 42 (C): 0.0023, atom 43 (H): 0.1128, atom 44 (H): 0.1399, atom 45 (H): 0.0936, atom 46 (H): 0.0935, atom 47 (N): -0.0561, atom 48 (H): 0.1231, atom 49 (C): 0.0409, atom 50 (H): 0.1193, atom 51 (O): -0.3193, atom 52 (C): -0.2237, atom 53 (S): 1.1076, atom 54 (H): 0.0884, atom 55 (O): -0.6252, atom 56 (N): -0.0103, atom 57 (H): 0.0543, atom 58 (H): 0.1339, atom 59 (H): 0.1227, atom 60 (C): -0.1455



Entry 4:
A molecular structure, C21H30IN2O4RuSSi at a distorted geometry. Source: the Open Molecules 2025 dataset; level of theory: ωB97M-V/def2-TZVPD.

XYZ file:
```
61
Properties=species:S:1:pos:R:3
H -2.312 3.421 -3.267
N -3.177 -1.872 -1.880
H 6.908 1.617 -2.079
O -1.347 -1.021 1.946
H 4.014 0.345 0.782
C -3.220 2.759 -1.421
C 4.265 0.601 -0.238
Ru -0.766 -2.020 -0.176
H 1.545 -2.354 -1.704
H -0.485 -2.174 4.481
O -3.202 -2.096 -0.650
H -1.954 0.436 -2.907
H -4.238 3.141 -1.473
C 3.649 0.857 -2.529
S -2.250 -1.320 3.095
C -2.683 2.491 -2.829
C 1.659 -1.362 1.670
H 1.797 -2.234 1.039
C 1.783 -1.497 3.045
O -2.052 -1.759 -2.401
C -1.399 -2.610 4.088
C 0.491 1.640 -1.342
H 1.987 -2.468 3.476
H -3.664 1.603 0.367
H -3.398 -3.426 2.601
H 1.419 1.743 3.930
N -0.909 1.529 -1.479
C 1.475 0.864 3.300
C 5.898 1.315 -1.841
C 1.371 0.993 1.927
C -1.548 1.445 -2.759
H -0.818 1.618 -3.550
H -2.060 -2.897 4.899
C 1.677 -0.385 3.864
H 1.239 1.980 1.505
C -1.703 1.099 -0.381
C -3.595 -2.373 2.426
H -1.325 1.546 0.545
C 0.871 -1.498 -1.690
C -3.175 1.472 -0.599
H 1.747 -0.486 4.939
Si 1.493 0.024 -0.829
H 0.350 -1.376 -2.636
H 5.198 1.500 -3.856
O -4.194 -1.722 -2.506
H 2.912 0.796 -3.317
H -3.711 0.691 -1.140
H -1.604 -0.024 -0.242
C 5.558 0.988 -0.540
H 0.914 1.990 -2.280
C 1.446 -0.113 1.083
H -3.658 -2.172 1.358
H 6.301 1.039 0.242
H -4.524 -2.082 2.905
I -0.701 -4.526 0.590
C 3.284 0.537 -1.224
H -2.600 3.510 -0.930
H -1.156 -3.474 3.474
H -3.481 2.118 -3.471
C 4.939 1.246 -2.838
H 0.715 2.388 -0.577
```

Highest occupied orbital energy (alpha / beta) in eV: -7.367 / -7.410
ΔE to the lowest compared entry with this formula, charge and spin in eV: 3.6211
Largest force on an atom in eV/A: 1.98
Kohn-Sham gap (alpha / beta) in eV: 5.16 / 6.10
<S²>: 0.89
Multiplicity: 2
Lowest unoccupied orbital energy (alpha / beta) in eV: -2.2 / -1.3

Computed Löwdin charges, given in elementary charges: atom 1 (H): 0.1046, atom 2 (N): -0.6020, atom 3 (H): 0.1012, atom 4 (O): -0.6515, atom 5 (H): 0.0937, atom 6 (C): -0.1913, atom 7 (C): -0.0909, atom 8 (Ru): 0.7839, atom 9 (H): 0.0113, atom 10 (H): 0.0267, atom 11 (O): -0.1418, atom 12 (H): 0.0974, atom 13 (H): 0.1075, atom 14 (C): -0.1073, atom 15 (S): 0.8932, atom 16 (C): -0.1570, atom 17 (C): -0.1537, atom 18 (H): 0.0735, atom 19 (C): -0.0976, atom 20 (O): -0.0794, atom 21 (C): -0.2427, atom 22 (C): -0.2022, atom 23 (H): 0.1115, atom 24 (H): 0.1144, atom 25 (H): 0.0399, atom 26 (H): 0.1069, atom 27 (N): -0.2463, atom 28 (C): -0.0705, atom 29 (C): -0.0899, atom 30 (C): -0.0971, atom 31 (C): -0.1719, atom 32 (H): 0.1209, atom 33 (H): 0.0549, atom 34 (C): -0.0917, atom 35 (H): 0.0978, atom 36 (C): -0.1936, atom 37 (C): -0.2302, atom 38 (H): 0.1259, atom 39 (C): -0.1972, atom 40 (C): -0.1484, atom 41 (H): 0.1056, atom 42 (Si): 0.6624, atom 43 (H): 0.0087, atom 44 (H): 0.1022, atom 45 (O): 0.0709, atom 46 (H): 0.0994, atom 47 (H): 0.1045, atom 48 (H): 0.0526, atom 49 (C): -0.0852, atom 50 (H): 0.0805, atom 51 (C): -0.2934, atom 52 (H): 0.0157, atom 53 (H): 0.1021, atom 54 (H): 0.0487, atom 55 (I): 0.1503, atom 56 (C): -0.2407, atom 57 (H): 0.1115, atom 58 (H): -0.0067, atom 59 (H): 0.1090, atom 60 (C): -0.0888, atom 61 (H): 0.0798